[1]
{"formula": "C38H28IMnN2O2S", "method": "ωB97M-V/def2-TZVPD", "s2": 8.93, "homo_energy_ev": [-1.70, -4.73], "spin_multiplicity": 6, "largest_force_ev_per_a": 1.88, "e_tot_ha": -3571.8452, "total_charge": -1, "species": ["Mn", "I", "C", "C", "C", "C", "C", "C", "C", "C", "C", "C", "H", "H", "H", "H", "H", "H", "S", "C", "C", "C", "C", "C", "C", "N", "C", "C", "C", "C", "C", "C", "C", "H", "H", "H", "H", "H", "H", "H", "H", "C", "C", "C", "C", "C", "C", "N", "C", "C", "C", "C", "C", "C", "C", "O", "O", "C", "C", "H", "H", "H", "H", "H", "H", "H", "H", "H", "H", "H", "H", "H", "H"], "coordinates": [[-0.535, 1.519, 0.834], [-2.103, 2.719, -1.246], [-1.585, 4.582, -0.230], [-1.959, 5.731, -0.880], [-1.624, 6.967, -0.331], [-0.928, 7.019, 0.850], [-0.540, 5.843, 1.526], [0.196, 5.903, 2.723], [0.577, 4.751, 3.364], [0.238, 3.503, 2.838], [-0.475, 3.365, 1.652], [-0.871, 4.560, 0.986], [-2.503, 5.667, -1.809], [-1.915, 7.869, -0.848], [-0.662, 7.972, 1.285], [0.452, 6.871, 3.134], [1.147, 4.806, 4.282], [0.544, 2.615, 3.386], [-0.446, -2.087, 3.856], [1.169, -2.094, 3.187], [2.181, -2.994, 3.415], [3.396, -2.809, 2.764], [3.576, -1.738, 1.898], [2.566, -0.833, 1.657], [1.332, -0.995, 2.303], [0.246, -0.210, 2.165], [-0.799, -0.648, 2.878], [-2.059, -0.016, 2.838], [-3.128, -0.479, 3.624], [-4.339, 0.172, 3.613], [-4.510, 1.285, 2.803], [-3.457, 1.739, 2.009], [-2.212, 1.124, 1.979], [2.038, -3.828, 4.087], [4.201, -3.505, 2.939], [4.525, -1.614, 1.395], [2.710, -0.004, 0.979], [-2.966, -1.351, 4.247], [-5.145, -0.177, 4.247], [-5.458, 1.804, 2.788], [-3.647, 2.614, 1.401], [-1.678, -4.742, -4.471], [-0.896, -4.585, -3.199], [-0.866, -5.633, -2.289], [-0.222, -5.498, -1.072], [0.430, -4.322, -0.775], [0.445, -3.272, -1.693], [1.104, -2.104, -1.312], [1.831, -1.263, -2.110], [2.619, -1.770, -3.150], [3.463, -0.940, -3.858], [3.567, 0.406, -3.534], [2.777, 0.929, -2.528], [1.889, 0.117, -1.831], [0.901, 0.707, -0.887], [-0.179, 0.088, -0.684], [1.120, 1.821, -0.343], [-0.251, -3.382, -2.905], [-0.353, -2.208, -3.834], [-2.006, -5.772, -4.589], [-1.079, -4.462, -5.336], [-2.560, -4.100, -4.449], [-1.375, -6.556, -2.533], [-0.229, -6.311, -0.361], [0.941, -4.200, 0.168], [0.792, -1.718, -0.430], [2.570, -2.826, -3.371], [4.074, -1.348, -4.653], [4.251, 1.044, -4.076], [2.830, 1.980, -2.276], [0.429, -2.231, -4.597], [-0.248, -1.279, -3.277], [-1.318, -2.189, -4.334]]}

[2]
{"formula": "C27H58BIN4O10", "method": "ωB97M-V/def2-TZVPD", "smiles": "CCCCN[C@](CCC(N)=O)(O[C@H](CCCC)[C@@H](CC(=O)I)NCCC(=O)O)B(N)O.COCCOC.COCCOC", "homo_energy_ev": -8.70, "spin_multiplicity": 1, "largest_force_ev_per_a": 1.77, "e_tot_ha": -2357.5420, "total_charge": 0, "species": ["C", "C", "C", "C", "N", "C", "C", "C", "C", "N", "O", "O", "C", "C", "C", "C", "C", "C", "C", "C", "O", "I", "N", "C", "C", "C", "O", "O", "B", "N", "O", "H", "H", "H", "H", "H", "H", "H", "H", "H", "H", "H", "H", "H", "H", "H", "H", "H", "H", "H", "H", "H", "H", "H", "H", "H", "H", "H", "H", "H", "H", "H", "H", "H", "H", "H", "H", "H", "H", "C", "O", "C", "C", "O", "C", "H", "H", "H", "H", "H", "H", "H", "H", "H", "H", "C", "O", "C", "C", "O", "C", "H", "H", "H", "H", "H", "H", "H", "H", "H", "H"], "coordinates": [[0.026, 4.976, 1.257], [1.282, 4.679, 0.425], [1.650, 3.192, 0.434], [3.072, 2.916, -0.069], [3.256, 1.836, -1.050], [2.445, 1.858, -2.270], [2.424, 3.285, -2.839], [1.916, 3.491, -4.267], [1.746, 4.973, -4.517], [0.625, 5.371, -5.244], [2.571, 5.783, -4.124], [1.060, 1.516, -2.085], [0.666, 0.182, -1.828], [-0.671, -0.020, -2.596], [-0.865, 0.808, -3.873], [-2.017, 1.827, -3.788], [-1.567, 3.283, -3.807], [0.376, -0.233, -0.352], [-0.130, -1.699, -0.336], [-1.454, -2.023, 0.316], [-1.660, -3.082, 0.848], [-3.065, -0.584, 0.347], [1.496, -0.094, 0.551], [1.106, -0.223, 1.948], [2.271, 0.137, 2.854], [2.149, -0.473, 4.233], [1.491, -1.449, 4.501], [2.869, 0.143, 5.200], [3.115, 0.828, -3.320], [4.283, 0.061, -3.036], [2.505, 0.575, -4.530], [0.125, 5.940, 1.750], [-0.142, 4.210, 2.008], [-0.847, 5.046, 0.613], [1.113, 5.022, -0.594], [2.126, 5.237, 0.830], [1.568, 2.884, 1.477], [0.890, 2.644, -0.112], [3.673, 2.623, 0.793], [3.511, 3.867, -0.389], [4.213, 1.928, -1.365], [3.423, 3.707, -2.776], [1.795, 3.884, -2.181], [1.009, 2.935, -4.480], [2.685, 3.171, -4.971], [-0.048, 4.625, -5.336], [0.183, 6.173, -4.814], [1.369, -0.562, -2.226], [-0.774, -1.070, -2.849], [-1.474, 0.219, -1.906], [-1.119, 0.117, -4.676], [0.045, 1.314, -4.184], [-2.689, 1.672, -4.630], [-2.609, 1.654, -2.892], [-2.369, 3.928, -3.449], [-0.710, 3.449, -3.156], [-1.344, 3.615, -4.821], [-0.405, 0.425, 0.026], [0.571, -2.298, 0.243], [-0.133, -2.142, -1.328], [2.223, -0.762, 0.330], [0.783, -1.234, 2.222], [0.271, 0.452, 2.127], [2.337, 1.220, 2.969], [3.213, -0.187, 2.411], [3.289, 0.929, 4.837], [4.500, -0.592, -3.775], [5.115, 0.528, -2.712], [1.549, 0.661, -4.484], [-4.537, -0.281, 4.718], [-5.227, -0.314, 3.483], [-5.572, -1.623, 3.060], [-7.027, -1.935, 3.318], [-7.323, -1.992, 4.704], [-7.946, -0.824, 5.200], [-4.499, 0.758, 5.042], [-5.048, -0.873, 5.481], [-3.513, -0.653, 4.602], [-4.933, -2.366, 3.546], [-5.383, -1.672, 1.984], [-7.258, -2.917, 2.894], [-7.661, -1.193, 2.822], [-8.982, -0.756, 4.850], [-7.407, 0.079, 4.901], [-7.948, -0.892, 6.286], [0.318, -5.606, -0.042], [1.595, -5.021, 0.177], [1.937, -4.925, 1.552], [2.895, -6.015, 1.974], [2.299, -7.299, 1.904], [2.666, -8.034, 0.753], [0.230, -5.811, -1.108], [0.200, -6.541, 0.510], [-0.466, -4.909, 0.257], [1.037, -4.954, 2.173], [2.421, -3.954, 1.706], [3.188, -5.844, 3.014], [3.798, -5.978, 1.356], [3.704, -8.378, 0.825], [2.545, -7.443, -0.158], [2.012, -8.903, 0.701]]}

[3]
{"formula": "C33H33F11O33", "method": "ωB97M-V/def2-TZVPD", "smiles": "O=C1OC[C@@H](F)O1.O=C1OC[C@@H](F)O1.O=C1OC[C@@H](F)O1.O=C1OC[C@@H](F)O1.O=C1OC[C@@H](F)O1.O=C1OC[C@@H](F)O1.O=C1OC[C@@H](F)O1.O=C1OC[C@@H](F)O1.O=C1OC[C@@H](F)O1.O=C1OC[C@@H](F)O1.O=C1OC[C@@H](F)O1", "homo_energy_ev": -10.04, "spin_multiplicity": 1, "largest_force_ev_per_a": 2.30, "de_lowest_kcal_mol": 69.4, "e_tot_ha": -4858.8706, "total_charge": 0, "species": ["O", "C", "O", "C", "C", "F", "O", "H", "H", "H", "O", "C", "O", "C", "C", "F", "O", "H", "H", "H", "O", "C", "O", "C", "C", "F", "O", "H", "H", "H", "O", "C", "O", "C", "C", "F", "O", "H", "H", "H", "O", "C", "O", "C", "C", "F", "O", "H", "H", "H", "O", "C", "O", "C", "C", "F", "O", "H", "H", "H", "O", "C", "O", "C", "C", "F", "O", "H", "H", "H", "O", "C", "O", "C", "C", "F", "O", "H", "H", "H", "O", "C", "O", "C", "C", "F", "O", "H", "H", "H", "O", "C", "O", "C", "C", "F", "O", "H", "H", "H", "O", "C", "O", "C", "C", "F", "O", "H", "H", "H"], "coordinates": [[-0.651, -4.192, -0.144], [-0.219, -5.285, -0.379], [0.822, -5.836, 0.237], [1.070, -7.163, -0.247], [0.339, -7.110, -1.570], [-0.361, -8.232, -1.872], [-0.599, -6.075, -1.397], [2.118, -7.320, -0.489], [0.612, -7.846, 0.467], [1.033, -6.806, -2.360], [4.307, -2.696, 0.164], [3.761, -2.923, 1.201], [3.092, -4.046, 1.497], [2.290, -3.737, 2.651], [3.152, -2.684, 3.332], [4.175, -3.188, 4.074], [3.639, -2.032, 2.193], [1.315, -3.316, 2.397], [2.072, -4.634, 3.228], [2.556, -2.016, 3.949], [2.385, 5.281, -4.001], [2.615, 4.327, -3.332], [2.575, 3.044, -3.715], [2.931, 2.171, -2.641], [3.600, 3.174, -1.695], [4.939, 3.300, -2.006], [3.010, 4.386, -2.038], [2.033, 1.772, -2.163], [3.545, 1.313, -2.901], [3.550, 2.830, -0.662], [-3.156, 2.708, 1.202], [-1.998, 2.975, 1.218], [-1.063, 2.294, 1.906], [0.153, 3.109, 1.923], [-0.081, 4.070, 0.762], [0.729, 3.656, -0.265], [-1.426, 3.906, 0.433], [0.210, 3.625, 2.880], [0.860, 2.290, 1.828], [0.165, 5.074, 1.104], [2.009, 0.761, 3.277], [2.049, 1.268, 4.356], [1.250, 2.289, 4.774], [1.477, 2.542, 6.145], [2.884, 1.918, 6.297], [3.147, 1.488, 7.552], [2.749, 0.820, 5.399], [1.611, 3.610, 6.317], [0.721, 2.111, 6.801], [3.720, 2.560, 5.999], [-0.863, 1.074, -1.801], [-0.532, 0.474, -0.824], [-1.344, -0.376, -0.162], [-0.646, -0.888, 0.963], [0.815, -0.648, 0.579], [1.293, -1.684, -0.160], [0.655, 0.521, -0.195], [-0.715, -0.232, 1.837], [-0.974, -1.901, 1.167], [1.425, -0.493, 1.465], [-4.834, 2.738, -5.806], [-3.893, 2.073, -5.503], [-3.878, 0.732, -5.726], [-2.517, 0.261, -5.697], [-1.961, 1.321, -4.748], [-0.625, 1.489, -4.943], [-2.714, 2.485, -5.047], [-2.433, -0.748, -5.318], [-2.098, 0.390, -6.697], [-2.139, 1.126, -3.692], [3.613, -1.933, -2.670], [2.523, -2.205, -3.062], [1.835, -3.314, -2.828], [0.484, -3.203, -3.325], [0.678, -2.043, -4.317], [-0.493, -1.341, -4.343], [1.795, -1.342, -3.830], [0.232, -4.164, -3.768], [-0.086, -2.988, -2.419], [0.914, -2.388, -5.329], [-0.092, -1.646, 3.886], [-0.229, -1.466, 5.048], [0.272, -2.324, 5.991], [0.030, -1.778, 7.256], [-1.169, -0.871, 7.006], [-1.108, 0.238, 7.781], [-0.857, -0.469, 5.668], [-0.149, -2.465, 8.078], [0.775, -1.028, 7.549], [-2.163, -1.314, 7.060], [-4.655, 1.113, -2.734], [-4.712, 0.105, -2.116], [-5.422, -0.102, -1.015], [-5.491, -1.497, -0.762], [-4.126, -1.946, -1.275], [-4.053, -3.223, -1.691], [-3.913, -1.008, -2.314], [-5.767, -1.748, 0.257], [-6.274, -1.945, -1.383], [-3.352, -1.791, -0.520], [-1.433, 6.878, -5.044], [-1.363, 6.258, -4.034], [-0.813, 6.734, -2.883], [-0.923, 5.785, -1.841], [-1.482, 4.546, -2.558], [-2.710, 4.210, -2.040], [-1.622, 4.958, -3.887], [0.057, 5.565, -1.420], [-1.600, 6.261, -1.129], [-0.888, 3.639, -2.427]]}

[4]
{"formula": "C2H11N4", "method": "ωB97M-V/def2-TZVPD", "homo_energy_ev": -13.51, "spin_multiplicity": 1, "largest_force_ev_per_a": 0.58, "de_lowest_kcal_mol": 4.3, "e_tot_ha": -301.6248, "total_charge": 1, "species": ["C", "N", "H", "H", "H", "H", "H", "H", "N", "C", "N", "N", "H", "H", "H", "H", "H"], "coordinates": [[1.032, 2.412, -1.157], [-0.177, 1.541, -1.047], [1.893, 1.781, -1.358], [0.904, 3.116, -1.968], [1.178, 2.934, -0.216], [0.018, 0.719, -0.338], [-0.405, 1.122, -1.940], [-0.981, 2.070, -0.724], [0.153, -2.726, 1.219], [-0.285, -1.513, 0.798], [-1.621, -1.449, 0.494], [0.483, -0.498, 0.569], [1.087, -2.765, 1.597], [-0.489, -3.343, 1.682], [-2.201, -2.163, 0.916], [-2.032, -0.538, 0.641], [1.442, -0.699, 0.830]]}

[5]
{"formula": "C7H17N3O2", "method": "ωB97M-V/def2-TZVPD", "homo_energy_ev": -18.21, "spin_multiplicity": 1, "largest_force_ev_per_a": 4.67, "de_lowest_kcal_mol": 70.6, "e_tot_ha": -590.9153, "total_charge": 2, "species": ["C", "C", "C", "C", "C", "C", "C", "N", "N", "N", "O", "O", "H", "H", "H", "H", "H", "H", "H", "H", "H", "H", "H", "H", "H", "H", "H", "H", "H"], "coordinates": [[0.287, -1.790, 0.328], [1.665, 1.794, 0.500], [0.825, 1.928, -0.783], [1.650, 0.157, 0.678], [-0.231, 0.904, -0.914], [-3.308, -0.262, 0.962], [-1.400, 1.034, 0.007], [1.229, -2.725, 0.363], [0.870, -0.553, -0.388], [1.590, -1.004, -1.515], [-0.859, -1.872, 0.716], [-2.290, -0.111, -0.073], [2.764, 2.097, 0.201], [1.111, 2.112, 1.367], [0.448, 2.934, -0.764], [1.387, 1.912, -1.738], [2.696, -0.221, 0.856], [0.927, -0.060, 1.529], [-0.558, 0.392, -1.887], [-3.757, -1.171, 0.649], [-4.124, 0.569, 0.883], [-2.848, -0.291, 1.872], [-1.802, 1.989, -0.281], [-1.019, 1.296, 1.034], [2.175, -2.572, -0.005], [1.023, -3.657, 0.677], [-1.663, -0.977, 0.029], [0.956, -1.390, -2.201], [2.256, -0.462, -2.101]]}

[6]
{"formula": "C3H6N2S", "method": "ωB97M-V/def2-TZVPD", "smiles": "C[C@](N)(S)C#N", "homo_energy_ev": -9.96, "spin_multiplicity": 1, "largest_force_ev_per_a": 3.96, "de_lowest_kcal_mol": 54.7, "e_tot_ha": -625.5348, "total_charge": 0, "species": ["C", "C", "N", "S", "C", "N", "H", "H", "H", "H", "H", "H"], "coordinates": [[-0.096, 0.851, -1.042], [0.599, 0.203, 0.090], [0.182, -1.481, -0.121], [0.268, 0.829, 1.742], [2.019, 0.180, -0.107], [3.035, 0.035, -0.602], [-0.026, 1.982, -0.933], [-1.140, 0.616, -1.084], [0.394, 0.424, -2.011], [-0.342, -1.580, -1.012], [1.114, -1.854, -0.338], [-0.604, 1.694, 1.578]]}